1.
Entry from the Open Molecules 2025 dataset: a single C25H28N2O4S2 molecule at a distorted geometry (ωB97M-V/def2-TZVPD).

Summary:
SMILES: O=C(Cc1ccc(S(=O)(=O)N2CCOCC2)s1)NCCC(c1ccccc1)c1ccccc1
E_tot (hartree): -2176.30791
Strongest force on any atom (hartree/bohr): 0.0195
LUMO level (hartree): 0.011
Frontier orbital gap (eV): 9.302

Element x y z (Å)
1 O 1.36009 0.16921 3.44010
2 C 1.07062 0.26800 2.26921
3 C 1.87496 -0.47155 1.18415
4 C 1.73027 0.08631 -0.18134
5 C 0.84949 -0.30144 -1.15295
6 C 0.94172 0.47726 -2.32453
7 C 1.88004 1.45763 -2.22207
8 S 2.37220 2.60989 -3.47640
9 O 1.30707 2.69567 -4.42669
10 O 2.85459 3.79384 -2.83752
11 N 3.66063 1.89126 -4.23796
12 C 3.36732 0.69640 -4.99425
13 C 4.55324 0.42113 -5.92269
14 O 5.75073 0.30536 -5.18998
15 C 6.02164 1.48153 -4.46256
16 C 4.88727 1.78862 -3.48171
17 S 2.68503 1.44388 -0.70302
18 N 0.04164 0.99912 1.80935
19 C -0.84967 1.73663 2.67419
20 C -2.29835 1.26442 2.55495
21 C -2.48881 -0.16755 3.07150
22 C -3.93682 -0.52874 3.32977
23 C -4.21544 -1.52502 4.25926
24 C -5.51528 -1.92524 4.50494
25 C -6.56366 -1.33433 3.82013
26 C -6.29806 -0.34502 2.89096
27 C -4.99476 0.05319 2.64478
28 C -1.93150 -1.21100 2.12857
29 C -0.97307 -2.11493 2.56775
30 C -0.49378 -3.10221 1.72374
31 C -0.97173 -3.20361 0.42841
32 C -1.93416 -2.31142 -0.01573
33 C -2.41179 -1.32610 0.82936
34 H 2.91665 -0.45508 1.50718
35 H 1.52678 -1.50773 1.19996
36 H 0.16220 -1.11971 -1.02867
37 H 0.34052 0.34548 -3.20492
38 H 2.45559 0.88370 -5.56032
39 H 3.21748 -0.16605 -4.32498
40 H 4.42280 -0.52654 -6.44713
41 H 4.63600 1.24043 -6.65082
42 H 6.95651 1.30292 -3.92967
43 H 6.14197 2.32979 -5.15105
44 H 5.04360 2.74146 -2.97712
45 H 4.82572 0.97997 -2.73596
46 H -0.16389 0.99645 0.82204
47 H -0.79285 2.80154 2.42043
48 H -0.48010 1.59891 3.69285
49 H -2.92313 1.93718 3.14563
50 H -2.60594 1.34109 1.51054
51 H -1.94917 -0.25050 4.02114
52 H -3.40086 -1.99103 4.79531
53 H -5.71129 -2.69868 5.23299
54 H -7.58079 -1.64317 4.01017
55 H -7.10950 0.12161 2.35138
56 H -4.81592 0.82895 1.91604
57 H -0.58857 -2.04136 3.57435
58 H 0.24918 -3.80005 2.08240
59 H -0.60221 -3.97695 -0.22932
60 H -2.32289 -2.39092 -1.02118
61 H -3.17953 -0.65294 0.47697

2.
Entry from the Open Molecules 2025 dataset: 3 unconnected molecules or ions with the total composition C4H13NOS at a distorted geometry (ωB97M-V/def2-TZVPD).

Summary:
E_tot (hartree): -688.29139
Strongest force on any atom (hartree/bohr): 0.1091
LUMO level (hartree): -0.031
Frontier orbital gap (eV): 8.521

Element x y z (Å)
1 C 1.61768 -1.01601 0.84319
2 C 0.81694 -0.12434 -0.09669
3 C -0.28326 0.65300 0.72222
4 C -1.21239 1.55120 -0.19318
5 S -0.43408 2.11819 -1.74263
6 N 0.30160 -0.87166 -1.23867
7 H 2.55146 -1.46240 0.45834
8 H 0.93793 -1.74587 1.29414
9 H 2.06246 -0.36101 1.60409
10 H 1.48076 0.68356 -0.42291
11 H -0.85709 -0.08169 1.28105
12 H 0.25672 1.38771 1.33118
13 H -2.09729 0.95835 -0.46846
14 H -1.62013 2.28171 0.50206
15 H 0.08152 3.46222 -0.55642
16 H 0.10732 -0.22384 -1.99059
17 H 0.96611 -1.54941 -1.56926
18 H -2.31750 -2.03860 0.37509
19 H -0.98904 -1.47172 -0.38479
20 O -1.36975 -2.14939 0.25224

3.
Entry from the Open Molecules 2025 dataset: a gas-phase ion, C4H7N2 (charge +1) at a distorted geometry (ωB97M-V/def2-TZVPD).

Summary:
SMILES: CC1=[N+]=NCC1
E_tot (hartree): -265.74640
Strongest force on any atom (hartree/bohr): 0.0717
LUMO level (hartree): -0.265
Charge: +1
Frontier orbital gap (eV): 8.598

Element x y z (Å)
1 C -1.06014 -1.55684 0.18767
2 C -0.46307 -0.38732 -0.40119
3 N 0.59846 -0.48880 -1.29554
4 N 0.85442 0.67004 -1.77692
5 C 0.00732 1.68388 -1.26180
6 C -0.87156 1.00788 -0.18075
7 H -1.13652 -2.41068 -0.47070
8 H -1.93629 -1.34890 0.65445
9 H -0.13624 -1.75167 0.82071
10 H -0.54337 1.94167 -2.18115
11 H 0.63745 2.56703 -0.94024
12 H -1.98835 0.93587 -0.44882
13 H -0.87056 1.35525 0.87973

4.
Entry from the Open Molecules 2025 dataset: 3 unconnected molecules or ions with the total composition C3H10O2 at a distorted geometry (ωB97M-V/def2-TZVPD).

Summary:
SMILES: C=CC.O.O
E_tot (hartree): -270.72934
Strongest force on any atom (hartree/bohr): 0.0324
LUMO level (hartree): 0.027
Frontier orbital gap (eV): 10.344

Element x y z (Å)
1 C 0.43640 -1.37983 2.08476
2 C -0.26565 -1.95346 1.13317
3 C -1.42378 -1.21285 0.50107
4 H 1.24259 -1.84877 2.61340
5 H 0.15388 -0.41447 2.49065
6 H -0.29567 -3.01463 0.91640
7 H -1.18044 -0.25005 0.06289
8 H -1.84376 -1.80024 -0.32281
9 H -2.28709 -1.27125 1.16565
10 O 0.52557 2.40777 0.01437
11 H -0.40631 2.17673 0.13851
12 H 0.43908 3.36291 0.15045
13 O 1.32020 1.92050 -3.75690
14 H 1.87164 1.36244 -4.31328
15 H 1.71334 1.91521 -2.87833

5.
Entry from the Open Molecules 2025 dataset: 2 unconnected molecules or ions with the total composition C4H7NO (ωB97M-V/def2-TZVPD).

Summary:
SMILES: C=C=N.C=CO
E_tot (hartree): -286.52386
Strongest force on any atom (hartree/bohr): 0.0135
LUMO level (hartree): 0.027
Frontier orbital gap (eV): 9.754

Element x y z (Å)
1 C 1.80603 -1.15835 -0.72045
2 C 1.02311 -1.39070 0.30366
3 N 0.32582 -1.63903 1.28379
4 H 2.48097 -0.31118 -0.70224
5 H 1.75103 -1.78614 -1.60165
6 H -0.57790 -1.16199 1.22703
7 C -1.22734 0.62073 -0.87354
8 C -1.11032 1.14964 0.34011
9 O 0.03667 1.76176 0.74871
10 H -0.39939 0.66006 -1.57351
11 H -2.14589 0.13269 -1.17589
12 H -1.92351 1.11837 1.06635
13 H -0.03928 2.00415 1.67763

6.
Entry from the Open Molecules 2025 dataset: a single C5H8N2O molecule at a distorted geometry (ωB97M-V/def2-TZVPD).

Summary:
SMILES: C#C/C(=N\C)N(C)O
E_tot (hartree): -379.75356
Strongest force on any atom (hartree/bohr): 0.1694
LUMO level (hartree): -0.001
Frontier orbital gap (eV): 9.057

Element x y z (Å)
1 C -1.21602 -2.29086 0.60763
2 C -0.68758 -1.10982 0.35991
3 C 0.12457 0.11881 -0.07092
4 N 1.39145 0.11188 -0.20738
5 C 1.51068 -1.43464 -0.76297
6 N -0.46827 1.26519 -0.23011
7 C -1.07812 1.88298 0.78805
8 O 0.31759 2.29591 -0.82724
9 H -1.68729 -3.00891 1.24928
10 H 1.42472 -1.49519 -2.01251
11 H 0.61373 -1.97727 -0.51018
12 H 2.54449 -1.71566 -0.54144
13 H -2.07919 2.43698 0.34412
14 H -0.35524 2.33832 1.53268
15 H -1.64683 0.83085 1.14275
16 H 1.29130 1.75142 -0.86166

Energy relative to the best compared isomer or geometry (same formula, charge and spin) in eV, matching the order above: 0.0477; 2.6483; 4.4103; 1.1559; 2.9329; 9.1053